# C72H168B6F24N9O3

A cluster of 15 separate species, C72H168B6F24N9O3 in total at a distorted geometry (the ωB97M-V functional and the def2-TZVPD basis, OMol25).

The geometry in XYZ format:
```
282
Properties=species:S:1:pos:R:3:lowdin_charge:R:1
C 16.73590 24.88628 15.58230 -0.074
C 15.73620 25.66335 16.42832 -0.209
C 15.87632 27.17780 16.13859 -0.122
N 14.84248 28.11634 16.69892 -0.312
C 13.47043 27.60721 16.36286 0.022
C 15.07579 28.37150 18.16650 -0.089
C 14.29944 29.65325 18.49017 -0.111
C 14.20773 30.37677 17.10593 -0.114
C 14.95381 29.45897 16.11698 -0.117
H 17.77711 25.10858 15.82289 0.092
H 16.58486 25.11164 14.50284 0.099
H 16.60899 23.81330 15.69873 0.063
H 15.98732 25.62398 17.45787 0.095
H 14.70714 25.33793 16.29708 0.103
H 15.74477 27.25836 15.05072 0.140
H 16.79680 27.61322 16.49390 0.132
H 13.27426 26.66120 16.91864 0.115
H 13.49417 27.30423 15.29975 0.124
H 12.59652 28.25085 16.54785 0.120
H 14.84981 27.53938 18.79768 0.132
H 16.15405 28.56904 18.11611 0.136
H 13.30330 29.37032 18.79153 0.108
H 14.76154 30.20952 19.30206 0.122
H 13.17032 30.48610 16.85056 0.105
H 14.69418 31.34802 17.08773 0.121
H 14.58391 29.40533 15.08137 0.151
H 16.04759 29.72507 16.12694 0.159
C 24.74588 18.84748 14.98368 -0.090
C 23.46624 19.49425 15.53908 -0.198
C 23.60419 19.75922 17.05841 -0.137
N 22.48564 20.44126 17.68620 -0.268
C 21.41870 19.46916 17.70220 -0.009
C 21.87599 21.67165 17.04895 -0.084
C 21.68232 22.62615 18.18715 -0.141
C 22.91136 22.37654 19.05103 -0.117
C 22.88768 20.86255 19.08028 -0.089
H 25.04927 17.94858 15.48317 0.077
H 25.56226 19.54424 14.95714 0.071
H 24.66082 18.64409 13.92859 0.074
H 22.67866 18.74359 15.28474 0.108
H 23.24977 20.38916 14.99435 0.103
H 24.53215 20.40222 17.10192 0.164
H 23.74724 18.88287 17.66792 0.138
H 20.63120 19.79740 18.40209 0.115
H 21.76678 18.49339 18.06261 0.103
H 21.02412 19.34326 16.69740 0.092
H 21.03974 21.44772 16.36253 0.118
H 22.68069 22.05410 16.39106 0.143
H 20.76350 22.41225 18.71676 0.098
H 21.62865 23.66934 17.87481 0.130
H 22.88956 22.75388 20.05156 0.098
H 23.78523 22.76154 18.55194 0.121
H 22.10421 20.44161 19.75838 0.129
H 23.80996 20.36225 19.37630 0.138
C 16.29345 17.41679 9.63590 -0.092
C 17.15330 16.98925 10.77649 -0.259
C 16.67978 17.64524 12.08857 -0.097
N 17.57150 17.23384 13.30251 -0.247
C 17.54826 15.74611 13.54947 0.024
C 17.02712 17.99638 14.54788 -0.062
C 18.29883 18.20374 15.40099 -0.146
C 19.50058 17.86209 14.55113 -0.128
C 18.97607 17.68380 13.08665 -0.093
H 15.22473 17.27942 9.88885 0.091
H 16.56320 16.94382 8.68054 0.093
H 16.51510 18.50787 9.59669 0.097
H 18.21744 17.23282 10.66367 0.112
H 17.15686 15.91492 10.87600 0.103
H 15.65581 17.30684 12.28426 0.138
H 16.68034 18.71734 12.13180 0.120
H 17.66824 15.45743 14.56826 0.097
H 18.33915 15.25426 12.91510 0.129
H 16.60915 15.40179 13.15861 0.095
H 16.26526 17.39811 15.02690 0.124
H 16.60588 18.96624 14.26937 0.114
H 18.18438 17.60835 16.31701 0.123
H 18.37382 19.25464 15.66287 0.078
H 19.90896 16.88111 14.85890 0.122
H 20.36359 18.47438 14.55500 0.081
H 19.58720 17.10370 12.41476 0.129
H 18.77887 18.69614 12.64292 0.146
C 10.65222 15.83933 18.49933 -0.077
C 11.40347 17.17487 18.45143 -0.261
C 11.36704 17.92552 19.73964 -0.126
N 12.13095 19.26108 19.85835 -0.233
C 11.78161 19.84247 21.18435 0.026
C 13.64258 19.03886 19.79558 -0.074
C 14.13904 19.78155 18.55295 -0.112
C 12.87090 19.91322 17.68578 -0.124
C 11.74788 20.08038 18.66414 -0.102
H 9.59617 15.95681 18.77618 0.083
H 11.20743 15.14483 19.19542 0.092
H 10.62420 15.40809 17.49808 0.077
H 11.06391 17.68120 17.56595 0.099
H 12.43109 16.93744 18.18711 0.112
H 11.83508 17.26697 20.53140 0.131
H 10.31802 18.14615 20.04607 0.150
H 12.34068 20.72614 21.39964 0.085
H 12.01293 19.07185 21.91204 0.103
H 10.72580 20.09552 21.27905 0.118
H 13.98542 19.47866 20.72612 0.098
H 13.75847 17.97086 19.77978 0.115
H 14.63489 20.70244 18.92776 0.107
H 14.92954 19.16330 18.13160 0.104
H 12.98496 20.77936 17.07587 0.112
H 12.67811 19.02704 17.05508 0.112
H 11.79673 21.10845 19.01611 0.125
H 10.72068 19.86114 18.46077 0.134
C 15.83322 23.05633 26.46949 -0.073
C 16.76572 23.47673 25.30872 -0.203
C 16.12777 24.58411 24.51624 -0.153
N 17.04677 25.30804 23.62279 -0.274
C 17.54597 24.35663 22.60150 0.029
C 18.16474 26.08949 24.31012 -0.091
C 18.55472 27.22799 23.46494 -0.122
C 17.36823 27.34972 22.47248 -0.129
C 16.26032 26.39191 22.98169 -0.103
H 15.73306 23.76677 27.28412 0.074
H 16.20123 22.16995 26.97447 0.073
H 14.80103 22.91777 26.11341 0.082
H 16.92136 22.60386 24.71954 0.081
H 17.74198 23.80509 25.67968 0.122
H 15.84897 25.32512 25.26178 0.135
H 15.30234 24.18742 23.90578 0.138
H 18.06730 24.87623 21.77576 0.127
H 16.72719 23.75997 22.13081 0.107
H 18.32708 23.71241 23.00478 0.090
H 18.98093 25.35423 24.43422 0.133
H 17.73012 26.40247 25.29022 0.158
H 19.44990 26.98026 22.92382 0.118
H 18.73211 28.17084 23.96500 0.126
H 17.49606 27.06179 21.43781 0.097
H 16.84886 28.32340 22.37357 0.120
H 15.61337 25.95954 22.24176 0.126
H 15.65360 26.86791 23.76909 0.145
C 21.99990 20.50787 28.57860 -0.087
C 21.85821 20.40771 27.06152 -0.212
C 22.53130 19.06977 26.54297 -0.111
N 22.65874 19.00393 25.07024 -0.289
C 21.30815 19.14023 24.47685 0.028
C 23.63639 19.97556 24.46775 -0.072
C 23.85052 19.44222 23.03638 -0.113
C 23.67442 17.91295 23.22170 -0.130
C 23.23668 17.71095 24.65467 -0.109
H 21.67419 19.53274 28.99167 0.089
H 21.48635 21.35880 28.98277 0.073
H 23.04279 20.54295 28.91659 0.079
H 22.37307 21.25253 26.61048 0.105
H 20.81693 20.35800 26.73924 0.085
H 21.93343 18.25686 26.94870 0.142
H 23.50526 19.08630 27.02031 0.132
H 21.01145 20.16472 24.60222 0.090
H 20.70308 18.48344 25.09232 0.105
H 21.30975 18.84347 23.45171 0.098
H 23.21305 20.96154 24.60130 0.124
H 24.54585 19.93886 25.09090 0.149
H 23.05124 19.83740 22.35315 0.108
H 24.78977 19.79815 22.59830 0.123
H 22.94306 17.48818 22.50944 0.100
H 24.64207 17.40105 23.11030 0.127
H 22.37094 17.05429 24.71404 0.137
H 24.10073 17.47404 25.26865 0.145
C 15.73217 19.75030 23.61508 -0.047
C 17.06574 20.11097 23.09938 -0.150
N 17.72040 18.96069 22.30038 -0.176
C 18.20188 17.80862 23.15955 0.012
C 16.71244 18.35356 21.27414 -0.122
C 17.31740 17.16858 20.44997 -0.035
C 19.00967 19.51717 21.57915 -0.036
C 18.69275 20.53283 20.51864 -0.219
O 18.22120 19.83449 19.40887 -0.219
C 17.61123 20.61984 18.38513 -0.056
H 15.12582 19.55038 22.72335 0.066
H 15.33895 20.68758 24.03598 0.098
H 15.70750 18.99432 24.33123 0.036
H 17.86044 20.33772 23.80782 0.126
H 17.07050 20.89837 22.35085 0.091
H 18.79383 17.13096 22.54468 0.082
H 17.36081 17.21108 23.52774 0.109
H 18.80508 18.19202 23.94224 0.064
H 16.31951 19.24272 20.73963 0.113
H 15.88302 18.02164 21.91260 0.089
H 16.61893 16.83836 19.65917 0.085
H 17.57133 16.27743 21.09732 0.082
H 18.18700 17.49607 19.86397 0.046
H 19.59687 18.68109 21.07692 0.139
H 19.55492 20.09034 22.31051 0.097
H 19.58512 21.15239 20.26604 0.116
H 17.93502 21.29017 20.87168 0.125
H 17.00413 21.39004 18.87283 0.091
H 17.02511 20.01051 17.69622 0.076
H 18.41872 21.09915 17.81371 0.082
C 15.07469 11.51849 24.56004 -0.023
C 16.00178 12.43242 23.72249 -0.167
N 16.68928 11.80591 22.53979 -0.281
C 17.46979 10.62756 22.97162 0.011
C 15.63169 11.31197 21.48612 -0.138
C 14.53379 12.27572 21.26754 -0.071
C 17.53010 12.85429 21.88398 -0.074
C 18.83172 13.28954 22.61864 -0.182
O 18.51960 14.16977 23.71330 -0.203
C 19.78288 14.74999 24.15141 -0.065
H 15.67652 10.70568 24.96679 0.077
H 14.24322 11.16976 23.99066 0.066
H 14.68035 12.10956 25.41911 0.096
H 16.89783 12.72724 24.30818 0.127
H 15.57212 13.39214 23.44635 0.102
H 18.14829 10.28712 22.19372 0.119
H 16.77711 9.85370 23.34311 0.116
H 18.14599 11.03964 23.73005 0.111
H 15.17367 10.44732 21.93746 0.118
H 16.11358 10.98914 20.55356 0.143
H 13.97192 11.77064 20.47447 0.107
H 14.77924 13.25948 20.91395 0.070
H 13.83726 12.50037 22.07575 0.081
H 16.83468 13.70108 21.62533 0.139
H 17.91998 12.39078 20.95479 0.147
H 19.36181 13.91730 21.88584 0.125
H 19.52469 12.47598 22.86198 0.129
H 19.59446 15.64794 24.77145 0.080
H 20.31266 15.05600 23.25938 0.058
H 20.41438 14.03787 24.70135 0.100
C 13.74535 19.03500 26.70700 -0.026
C 13.04272 17.68168 26.26441 -0.116
N 13.43677 16.45049 27.08931 -0.231
C 12.74255 15.27237 26.47493 0.021
C 14.94090 16.14616 27.00703 -0.148
C 15.51259 15.96265 25.61006 -0.027
C 13.04948 16.62760 28.54720 -0.079
C 11.60462 16.59925 28.90552 -0.243
O 10.92419 17.70016 28.37918 -0.193
C 9.69262 17.75349 29.08227 -0.073
H 13.36256 19.79534 25.99895 0.095
H 14.81864 18.89090 26.79577 0.063
H 13.48982 19.37515 27.69329 0.062
H 13.25036 17.54535 25.18865 0.113
H 11.96923 17.78638 26.38657 0.111
H 11.67544 15.51886 26.30882 0.126
H 12.87110 14.45570 27.18620 0.119
H 13.18409 14.97280 25.57422 0.059
H 15.18264 15.28765 27.66124 0.143
H 15.54366 16.90727 27.53298 0.109
H 15.15368 15.09158 25.07574 0.063
H 16.55935 15.84881 25.76615 0.077
H 15.38019 16.92071 25.08195 0.077
H 13.43344 17.63203 28.79199 0.139
H 13.59837 15.95104 29.22410 0.154
H 11.50672 16.60978 29.99059 0.129
H 11.05133 15.73193 28.47981 0.139
H 9.40304 18.77860 29.19786 0.089
H 9.80087 17.34248 30.10839 0.099
H 8.98311 17.15824 28.49314 0.104
B 21.30728 16.82395 20.11971 -1.174
F 20.89783 16.29342 21.33520 0.119
F 22.20238 16.01855 19.41411 0.122
F 20.11811 17.01448 19.32806 0.058
F 22.00500 18.12993 20.35278 0.005
B 18.16400 18.25950 26.95090 -1.226
F 17.52314 18.74466 25.73792 0.050
F 17.18128 17.98453 27.95999 0.070
F 18.80580 17.05524 26.61124 0.094
F 19.07248 19.17744 27.39249 0.159
B 20.92875 22.75084 22.58599 -1.144
F 20.17171 22.86916 21.31926 0.020
F 20.76637 23.86375 23.40187 0.133
F 20.43373 21.57584 23.27647 0.040
F 22.23582 22.48089 22.15520 0.109
B 14.44649 22.75325 21.06835 -1.243
F 15.19703 23.86972 20.63744 0.086
F 13.26379 22.51148 20.29162 0.077
F 15.23664 21.58369 21.03217 0.102
F 14.05184 23.02469 22.37452 0.117
B 18.33089 21.56101 14.50071 -1.207
F 17.64022 21.82748 15.63964 0.148
F 19.66777 21.07747 14.93036 0.016
F 17.69994 20.48168 13.82110 0.077
F 18.44920 22.69161 13.68869 0.128
B 13.80185 15.74026 22.17905 -1.159
F 13.55427 16.99082 22.82230 0.081
F 13.25513 14.66832 22.90554 0.102
F 13.22038 15.72580 20.85470 0.059
F 15.23791 15.50564 22.08510 0.049
```

The calculation puts the gap between HOMO and LUMO at 9.561 eV. The spin multiplicity is 1. For the total energy, the calculation gives -6109.0592 hartree. The charge is +3. The energy above the lowest of the compared OMol25 structures with the same formula, charge and spin is 0.000 eV. The calculation puts the highest occupied orbital energy at -13.92 eV.